# 1
Entry from OMol25: a cluster of 4 separate species, C24H54ClINO9S in total at a distorted geometry (ωB97M-V/def2-TZVPD).

Geometry as XYZ:
```
91
Properties=species:S:1:pos:R:3:forces:R:3
C 8.884 -0.030 -0.273 -0.165 -0.610 -0.606
C 8.017 -1.214 -0.902 -0.175 0.587 1.089
C 6.744 -1.392 0.048 1.859 -0.088 -1.337
I 7.418 -2.670 1.698 -0.809 0.461 -0.679
S 5.303 -2.172 -0.847 -1.414 -0.723 -0.215
Cl 6.248 -3.442 -2.188 -0.793 1.337 0.777
N 4.477 -0.960 -1.693 2.573 -0.093 1.770
C 3.720 -0.279 -0.837 -1.015 0.520 0.676
C 2.466 -0.857 -0.119 0.715 0.650 0.823
C 4.096 1.223 -0.569 -1.072 -0.931 -1.321
H 9.001 0.742 -1.073 0.249 -0.528 0.904
H 8.400 0.435 0.620 0.324 -0.350 -0.736
H 9.856 -0.456 0.063 -0.591 0.651 -0.370
H 7.720 -0.981 -1.951 0.047 -0.061 0.833
H 8.605 -2.168 -0.905 -0.671 0.894 -0.085
H 6.443 -0.415 0.491 -0.260 -0.888 -0.518
H 2.649 -1.854 0.364 -0.216 0.698 -0.779
H 2.176 -0.152 0.699 0.205 -0.638 -0.700
H 1.591 -0.891 -0.821 0.998 -0.118 0.310
H 3.249 1.784 -0.117 0.696 -0.434 -0.291
H 5.004 1.242 0.083 -0.666 -0.122 -0.497
H 4.341 1.653 -1.572 0.008 -0.151 0.903
C 0.007 4.231 -5.479 -0.233 -0.081 0.032
O -0.381 3.203 -4.587 0.395 0.168 0.186
C 0.564 2.149 -4.498 -0.395 0.038 0.103
C 0.664 1.624 -3.073 0.071 -0.079 -0.063
O 1.331 2.496 -2.160 -0.075 -0.088 0.024
C 0.661 3.711 -1.812 0.012 0.148 0.145
C -0.579 3.526 -0.951 -0.160 0.045 -0.438
O -1.646 2.973 -1.706 0.299 -0.365 0.126
C -2.419 2.036 -0.979 -0.093 0.224 -0.170
H -0.131 3.909 -6.515 0.129 0.093 -0.076
H -0.629 5.096 -5.289 -0.056 -0.109 -0.020
H 1.046 4.532 -5.313 0.031 -0.044 -0.065
H 1.556 2.478 -4.830 -0.010 0.035 0.024
H 0.224 1.343 -5.157 0.205 -0.179 0.026
H 1.276 0.716 -3.100 0.107 0.069 -0.058
H -0.311 1.325 -2.687 -0.125 0.194 -0.115
H 0.451 4.307 -2.699 -0.213 -0.123 -0.015
H 1.387 4.280 -1.225 0.041 -0.093 0.061
H -0.908 4.500 -0.573 0.205 0.086 0.149
H -0.329 2.886 -0.096 -0.016 -0.039 0.006
H -1.783 1.310 -0.461 -0.012 0.025 0.087
H -3.042 1.492 -1.690 -0.008 0.123 0.004
H -3.064 2.551 -0.262 -0.018 -0.156 0.129
C -5.841 0.767 -3.942 -0.172 -0.236 -0.081
O -6.141 -0.518 -3.433 0.133 0.331 0.305
C -5.044 -1.132 -2.773 -0.409 -0.200 -0.116
C -5.508 -1.918 -1.556 0.131 -0.004 0.074
O -5.913 -1.116 -0.450 -0.065 0.012 -0.178
C -7.120 -0.366 -0.587 -0.045 0.024 0.106
C -8.390 -1.204 -0.615 0.100 0.087 -0.391
O -8.510 -1.911 -1.843 0.264 -0.249 0.243
C -9.037 -3.214 -1.688 -0.031 0.198 -0.183
H -5.234 0.686 -4.848 0.104 0.161 0.004
H -6.783 1.258 -4.188 0.021 -0.100 -0.047
H -5.325 1.381 -3.195 0.077 0.003 -0.032
H -4.304 -0.386 -2.459 -0.046 0.036 0.011
H -4.570 -1.814 -3.489 0.210 -0.089 0.137
H -4.653 -2.495 -1.193 0.029 0.109 0.043
H -6.278 -2.643 -1.817 -0.102 0.142 -0.191
H -7.065 0.309 -1.442 -0.120 -0.164 -0.144
H -7.166 0.267 0.302 0.037 -0.099 0.081
H -9.261 -0.547 -0.524 0.023 0.115 0.223
H -8.381 -1.894 0.235 0.021 -0.028 -0.016
H -8.532 -3.754 -0.880 -0.061 0.008 0.058
H -8.865 -3.758 -2.618 -0.059 0.105 -0.007
H -10.113 -3.169 -1.494 -0.022 -0.154 0.094
C 2.755 0.780 3.219 -0.281 -0.268 0.130
O 2.400 -0.498 3.703 0.139 0.384 0.046
C 3.471 -1.157 4.370 -0.287 -0.197 0.012
C 2.972 -1.942 5.575 0.072 -0.019 0.157
O 2.583 -1.142 6.685 -0.054 0.016 -0.271
C 1.402 -0.352 6.549 -0.063 -0.009 0.142
C 0.107 -1.148 6.500 0.102 0.103 -0.363
O -0.026 -1.836 5.261 0.272 -0.248 0.195
C -0.596 -3.124 5.396 -0.035 0.188 -0.158
H 3.375 0.689 2.320 0.198 0.178 0.008
H 1.835 1.309 2.965 0.018 -0.078 -0.060
H 3.280 1.363 3.981 0.087 0.015 -0.078
H 4.231 -0.439 4.699 -0.059 0.030 0.013
H 3.930 -1.848 3.652 0.196 -0.108 0.117
H 3.805 -2.549 5.938 0.041 0.115 0.024
H 2.181 -2.640 5.299 -0.094 0.136 -0.202
H 1.485 0.332 5.703 -0.126 -0.135 -0.136
H 1.370 0.271 7.445 0.042 -0.101 0.068
H -0.744 -0.466 6.594 0.028 0.103 0.222
H 0.087 -1.849 7.341 0.022 -0.024 -0.023
H -0.115 -3.690 6.201 -0.063 0.012 0.052
H -0.434 -3.662 4.462 -0.058 0.101 -0.005
H -1.671 -3.048 5.583 -0.021 -0.153 0.088
```
Positions in Å, forces in eV/Å.

Calculated values
LUMO = -5.30 eV
Multiplicity = 1
Charge = +1

---

# 2
Entry from OMol25: a structure of composition C24H54F9N3O10Ti2 at a distorted geometry (ωB97M-V/def2-TZVPD).

Geometry as XYZ:
```
102
Properties=species:S:1:pos:R:3:forces:R:3
Ti -0.332 1.321 -3.065 -0.274 0.033 1.782
Ti -1.466 0.253 0.014 0.227 1.170 -0.413
O -1.203 4.120 0.080 0.420 2.536 -0.230
H -1.956 4.703 0.198 -0.311 0.426 0.417
H -1.509 3.477 -0.564 -0.713 -2.284 -2.959
H -1.039 3.610 0.877 0.362 -1.766 2.410
C 1.101 -1.286 -2.271 -1.303 2.029 0.651
O -0.068 -1.886 -2.680 -1.312 -2.205 -0.065
O 0.635 -0.259 -1.404 1.467 -1.072 -1.160
C 2.263 -2.269 -1.799 -0.841 2.626 2.186
F 2.024 -3.063 -0.742 -0.761 -0.251 -0.046
F 2.749 -3.027 -2.740 0.542 -0.519 -1.219
F 3.232 -1.418 -1.343 0.289 -0.327 -0.595
C -0.090 -2.853 -3.731 -1.506 -0.070 0.455
C -1.558 -3.366 -3.781 1.029 -0.390 -1.012
H -1.612 -4.083 -4.600 0.071 -0.245 -0.081
H -1.903 -3.912 -2.903 0.119 0.384 0.181
H -2.231 -2.578 -4.119 -0.031 0.192 0.528
H 0.620 -3.662 -3.559 -0.058 -0.043 -0.012
H 0.085 -2.393 -4.703 0.428 0.218 -0.035
H 1.446 -0.842 -3.205 1.242 0.192 -0.206
C -3.547 2.489 -1.560 2.131 1.516 0.326
O -3.592 1.891 -0.232 -0.092 -1.955 -0.975
O -2.171 2.599 -1.903 -1.964 -0.441 0.785
C -4.464 1.986 -2.708 0.037 -1.281 1.891
F -5.767 2.313 -2.583 -0.308 -0.401 1.220
F -4.173 2.469 -3.851 1.608 0.902 -2.214
F -4.357 0.637 -2.759 -0.811 -0.181 -0.530
C -4.814 1.306 0.262 -0.960 1.750 1.454
C -4.618 0.871 1.735 1.241 -0.501 -0.173
H -3.941 1.517 2.294 -0.058 0.563 -0.382
H -5.474 0.728 2.394 -0.500 0.151 -0.687
H -4.058 -0.064 1.778 -0.043 -0.318 -0.153
H -5.343 0.564 -0.336 0.822 -0.429 -0.366
H -5.518 2.138 0.269 -0.386 0.184 0.078
H -3.991 3.467 -1.374 0.020 0.724 -0.084
C -1.025 2.448 3.049 -0.186 -0.355 -2.962
O -0.260 3.647 2.826 2.207 0.474 1.070
O -1.221 1.929 1.738 0.316 0.069 2.204
C -0.557 1.472 4.225 -0.594 0.920 -0.929
F -0.813 2.039 5.405 0.162 0.870 0.554
F -1.289 0.358 4.253 0.071 -0.520 -0.726
F 0.738 1.154 4.224 0.228 -0.327 -0.308
C 1.164 3.770 3.158 -0.196 0.064 -0.264
C 1.665 5.068 2.595 -1.045 1.210 0.174
H 1.208 5.190 1.612 0.498 0.059 -0.234
H 1.284 5.910 3.173 -0.151 0.072 0.135
H 2.747 5.199 2.608 -0.019 -0.443 -0.298
H 1.805 3.028 2.683 -0.498 -0.771 0.207
H 1.322 3.799 4.236 -0.177 -0.498 0.065
H -1.909 2.950 3.442 -0.705 -0.716 0.253
C 2.879 4.027 -0.570 1.481 1.013 -1.759
C 2.094 3.393 -1.775 -0.710 3.454 2.279
C 2.812 2.589 -2.792 1.421 -1.123 0.999
O 1.941 1.862 -3.617 -0.842 -1.889 -1.586
C 2.682 0.979 -4.538 0.529 0.875 -0.994
N 1.064 2.694 -1.038 -0.526 -1.457 -1.404
H 3.759 4.578 -0.902 0.416 -0.117 -0.090
H 3.195 3.352 0.225 -0.187 -0.275 -0.183
H 2.276 4.845 -0.177 -0.311 -0.431 0.177
H 1.552 4.265 -2.141 0.442 0.147 -1.127
H 3.352 1.849 -2.201 0.411 -0.340 0.177
H 3.592 3.082 -3.372 -0.317 0.587 -0.123
H 3.473 0.356 -4.121 0.060 0.543 0.865
H 3.089 1.622 -5.319 0.550 0.350 0.284
H 2.181 0.265 -5.193 -1.522 0.231 0.856
H 1.241 2.901 -0.066 -0.530 -0.824 0.176
H 1.319 1.745 -1.273 -0.572 -1.245 1.334
C -4.484 -2.788 -1.422 1.921 -0.601 1.460
C -3.406 -1.975 -0.613 -0.977 -1.675 1.303
C -2.275 -2.716 0.207 -2.266 0.865 0.512
O -1.740 -1.713 1.174 -1.195 -0.645 -1.764
C -0.616 -2.239 1.790 1.964 -0.813 0.075
N -2.712 -1.086 -1.447 0.680 1.120 -1.060
H -3.927 -3.519 -2.008 -0.473 -0.123 -0.380
H -5.076 -2.117 -2.045 0.016 -0.092 0.147
H -5.062 -3.300 -0.653 -0.477 -0.167 -0.441
H -4.035 -1.491 0.134 0.385 0.650 0.179
H -1.565 -3.158 -0.492 0.611 0.356 0.260
H -2.724 -3.492 0.826 0.103 -0.236 -0.021
H -0.732 -3.305 1.988 -0.188 -0.167 0.203
H -0.286 -1.760 2.712 -0.855 0.417 0.000
H 0.236 -2.141 1.118 0.226 -0.087 -0.198
H -2.090 -1.649 -2.008 0.705 0.078 -0.068
H -3.359 -0.745 -2.143 0.201 0.540 0.216
C 4.454 -5.643 2.516 0.700 2.421 -0.883
C 4.517 -4.125 2.945 0.697 -1.369 0.851
C 3.729 -3.102 2.093 0.879 -2.074 -0.188
O 3.903 -1.798 2.615 -0.769 -1.243 0.552
C 2.654 -1.119 2.705 0.896 1.948 -0.763
N 4.062 -4.143 4.356 -0.625 0.417 -1.394
H 3.423 -5.963 2.365 0.071 -0.265 0.188
H 5.032 -6.199 3.253 -0.402 -0.151 -0.087
H 4.988 -5.632 1.566 -0.120 -0.713 -0.226
H 5.577 -3.892 3.047 0.133 0.466 -0.802
H 2.696 -3.421 1.958 -0.597 0.221 0.985
H 4.013 -3.329 1.065 0.881 1.174 -0.490
H 1.774 -1.530 3.198 0.326 -1.107 -0.292
H 2.518 -0.795 1.673 -1.193 0.060 -0.003
H 2.798 -0.206 3.283 0.476 0.073 -0.005
H 3.203 -4.598 4.083 -1.052 -0.289 1.453
H 3.795 -3.171 4.416 -0.210 0.492 1.093
```
Positions in Å, forces in eV/Å.

Calculated values
LUMO (spin up / spin down) = 0.01 / -0.01 eV
Multiplicity = 7
Charge = 0

---

# 3
Entry from OMol25: a cluster of 8 separate species, C24H55BO10Si in total at a distorted geometry (ωB97M-V/def2-TZVPD).

Geometry as XYZ:
```
91
Properties=species:S:1:pos:R:3:forces:R:3
C 0.199 3.322 0.387 -0.447 -0.288 0.310
C -0.014 2.451 -0.420 -0.007 -0.180 -0.298
Si -0.343 1.071 -1.613 0.317 0.422 -0.480
C 1.363 0.643 -2.368 -0.568 0.428 0.141
O 2.363 0.801 -1.348 -0.022 -0.409 -0.326
C 3.092 -0.306 -1.024 0.770 0.005 0.196
C 4.446 -0.100 -0.756 0.493 -0.068 0.226
C 5.259 -1.162 -0.387 -0.271 -0.514 -0.003
C 4.745 -2.454 -0.303 -0.247 -0.182 -0.012
C 3.397 -2.674 -0.557 0.012 0.659 -0.099
C 2.585 -1.595 -0.900 -0.483 -0.017 -0.249
B -1.212 -0.480 -0.705 -0.847 -0.498 0.874
O -1.097 -0.667 0.673 0.564 -0.115 -0.721
O -1.962 -1.405 -1.388 0.688 0.243 -0.015
C -1.710 -2.754 -0.975 -0.117 -0.488 0.031
H 0.231 3.986 1.224 0.278 0.148 -0.102
H -1.205 1.528 -2.725 -0.007 0.101 0.051
H 1.394 -0.333 -2.851 0.072 -0.102 0.123
H 1.546 1.380 -3.155 0.257 0.020 0.097
H 4.904 0.881 -0.803 -0.346 0.175 -0.118
H 6.307 -1.017 -0.162 0.020 0.218 -0.065
H 5.374 -3.295 -0.044 0.116 0.075 0.043
H 2.932 -3.648 -0.510 0.128 -0.105 0.047
H 1.533 -1.773 -1.102 0.013 -0.037 0.029
H -0.280 -0.243 0.962 -0.240 0.243 0.411
H -0.638 -2.941 -0.917 -0.013 -0.020 0.105
H -2.113 -3.442 -1.717 -0.148 0.220 -0.122
H -2.159 -2.997 -0.012 -0.056 0.171 0.034
C 2.253 6.593 -0.689 0.042 0.002 0.074
C 3.391 5.673 -1.093 -0.212 -0.162 0.118
O 3.877 4.915 0.012 0.094 0.113 -0.027
H 2.575 7.281 0.095 0.055 0.018 -0.040
H 1.897 7.174 -1.542 -0.027 -0.021 0.007
H 1.418 6.014 -0.290 -0.043 -0.007 -0.098
H 4.233 6.251 -1.472 0.067 -0.050 0.040
H 3.066 4.986 -1.883 0.002 0.094 -0.088
H 3.146 4.384 0.342 -0.006 -0.055 -0.014
C 1.766 -7.195 -1.240 0.048 0.074 -0.013
C 0.866 -6.227 -0.495 -0.032 -0.060 -0.241
O 0.855 -4.938 -1.112 0.039 -0.003 0.133
H 2.785 -6.809 -1.285 0.004 -0.012 0.048
H 1.782 -8.170 -0.751 -0.014 -0.004 -0.016
H 1.421 -7.330 -2.267 -0.044 -0.059 0.022
H 1.222 -6.080 0.524 -0.025 0.092 0.006
H -0.157 -6.613 -0.446 0.020 -0.049 0.094
H 0.533 -5.049 -2.012 0.029 0.016 -0.044
C -3.369 0.700 3.921 -0.044 0.014 -0.006
C -3.660 -0.779 3.748 0.187 0.157 -0.154
O -4.129 -1.058 2.431 -0.152 0.114 -0.064
H -4.266 1.291 3.723 -0.021 -0.014 0.059
H -3.023 0.918 4.933 0.010 0.012 -0.010
H -2.602 1.026 3.213 0.047 -0.035 0.035
H -4.441 -1.100 4.437 -0.041 -0.060 -0.066
H -2.763 -1.374 3.945 -0.023 0.002 0.098
H -3.434 -0.791 1.816 0.054 -0.101 -0.035
C 7.329 0.830 -3.942 -0.014 -0.030 -0.044
C 6.123 1.746 -4.040 -0.038 -0.192 0.196
O 4.927 1.013 -4.284 0.015 0.081 -0.115
H 7.442 0.251 -4.859 0.012 0.039 -0.023
H 8.244 1.400 -3.773 -0.006 -0.010 0.020
H 7.207 0.120 -3.120 0.023 0.046 0.045
H 6.238 2.441 -4.871 -0.076 0.006 -0.021
H 6.010 2.331 -3.120 0.076 0.081 -0.039
H 4.809 0.403 -3.549 -0.058 -0.056 0.067
C -0.044 2.629 5.566 0.032 0.048 0.017
C -0.302 3.249 4.207 0.208 -0.250 0.028
O 0.899 3.757 3.629 -0.149 0.153 -0.061
H 0.394 3.364 6.242 -0.045 0.024 0.001
H -0.968 2.253 6.008 0.010 -0.017 -0.001
H 0.662 1.799 5.484 -0.060 -0.050 -0.014
H -0.992 4.088 4.294 0.054 0.061 -0.076
H -0.743 2.513 3.527 -0.124 0.032 0.038
H 1.510 3.019 3.535 0.065 0.020 -0.003
C -5.048 2.538 0.568 -0.004 -0.014 -0.038
C -6.385 2.057 1.105 0.196 -0.207 0.075
O -6.494 0.641 1.046 -0.097 0.198 -0.078
H -4.914 2.208 -0.462 -0.038 0.025 -0.015
H -4.978 3.627 0.600 0.023 -0.008 0.012
H -4.225 2.122 1.156 -0.002 0.051 0.046
H -7.202 2.460 0.508 -0.043 -0.034 0.010
H -6.525 2.392 2.140 -0.029 0.124 -0.033
H -5.781 0.275 1.582 0.107 -0.288 0.062
C -5.552 -2.724 -0.566 -0.028 0.002 -0.046
C -5.847 -4.201 -0.745 0.210 0.134 -0.222
O -6.324 -4.492 -2.059 -0.103 -0.088 0.123
H -6.446 -2.131 -0.761 -0.011 0.008 0.087
H -5.202 -2.513 0.446 -0.016 0.030 -0.010
H -4.784 -2.393 -1.272 0.057 -0.023 0.046
H -6.624 -4.523 -0.054 -0.041 -0.052 -0.053
H -4.948 -4.798 -0.550 -0.026 -0.008 0.133
H -5.645 -4.220 -2.682 -0.009 0.043 -0.039
```
Positions in Å, forces in eV/Å.

Calculated values
LUMO = 0.22 eV
Multiplicity = 1
Charge = 0
Structure (SMILES) = C#C[Si@@H](COc1ccccc1)B(O)OC.CCO.CCO.CCO.CCO.CCO.CCO.CCO